Molecular formula: C21H39BrIN6O10PS2
Method: DFT, ωB97M-V/def2-TZVPD

E_LUMO in eV: -1.09
Charge: 0
HOMO in eV: -8.7
Spin multiplicity: 1
Gap between HOMO and LUMO in eV: 7.620

Positions of all 81 atoms, in Å:
C1 5.998 -0.596 -0.181
C2 5.276 0.829 -0.599
C3 3.792 0.605 -1.345
O1 3.026 -0.249 -0.528
C4 1.903 0.178 0.241
Br1 2.847 0.233 2.063
C5 1.330 1.678 0.157
P1 2.601 3.082 0.651
O2 1.792 4.438 0.308
O3 0.250 2.067 1.064
S1 -0.681 0.855 1.709
O4 -2.062 1.510 2.109
O5 -0.231 0.282 3.111
C6 -0.805 -0.462 0.365
C7 -1.512 0.139 -0.976
C8 -2.796 1.083 -0.915
O6 -2.408 2.513 -1.155
C9 -3.763 0.700 -2.227
N1 -5.183 1.178 -1.877
S2 -2.021 -1.697 1.052
C10 -2.422 -3.170 -0.029
O7 -1.661 -2.291 2.471
O8 -3.439 -1.072 1.361
C11 0.756 -1.046 0.089
C12 1.117 -2.307 1.073
C13 2.532 -3.038 1.023
C14 2.539 -4.618 0.471
I1 3.131 -3.363 3.162
C15 0.788 -1.674 -1.481
C16 0.448 -3.255 -1.710
C17 0.506 -3.748 -3.270
C18 0.881 -2.581 -4.326
N2 1.156 -1.133 -4.231
C19 1.096 -0.731 -2.818
H1 5.561 -0.937 0.876
H2 7.172 -0.401 -0.079
H3 5.731 -1.367 -1.024
H4 5.048 1.385 0.432
H5 5.958 1.551 -1.219
H6 4.083 0.017 -2.346
H7 3.359 1.624 -1.716
H8 1.106 1.922 -0.990
H9 3.763 3.122 -0.185
H10 2.843 3.150 2.067
H11 -1.816 -0.798 -1.653
H12 -0.691 0.821 -1.514
H13 -3.495 1.092 -0.001
H14 -3.130 2.900 -1.741
H15 -3.393 1.213 -3.217
H16 -3.858 -0.480 -2.346
H17 -5.076 1.997 -1.235
H18 -5.714 0.412 -1.395
H19 -3.555 -3.503 0.140
H20 -2.333 -2.898 -1.163
H21 -1.785 -4.142 0.239
H22 0.327 -3.205 1.041
H23 0.938 -1.906 2.187
H24 3.451 -2.532 0.544
H25 2.626 -4.685 -0.697
H26 3.343 -5.279 1.007
H27 1.476 -5.061 0.769
H28 0.173 -4.065 -0.916
H29 0.287 -4.874 -3.568
H30 0.952 -2.991 -5.448
H31 1.291 0.419 -2.555
C20 -2.647 -1.577 6.158
O9 -3.432 -2.505 6.049
N3 -2.499 -0.880 7.299
N4 -1.858 -1.169 5.148
H32 -1.857 -0.113 7.408
H33 -3.074 -1.155 8.085
H34 -1.938 -1.667 4.271
H35 -1.205 -0.407 5.218
C21 -2.947 6.186 -2.390
O10 -3.732 5.258 -2.499
N5 -2.799 6.883 -1.249
N6 -2.158 6.594 -3.400
H36 -2.157 7.650 -1.140
H37 -3.374 6.608 -0.463
H38 -2.238 6.096 -4.277
H39 -1.505 7.356 -3.330